# 1
ORCA calculation (wB97M-V/def2-TZVPD) on an isolated molecule of C4H9NO2.

LUMO level in eV: 0.8
Kohn-Sham gap in eV: 10.4267
SMILES: O=CCCNCO
Highest occupied orbital energy in eV: -9.585

Element x y z (Å)
O1 -3.21 -0.26 -1.21
C1 -2.55 -1.01 -0.55
C2 -1.52 -0.54 0.46
C3 -0.28 0.04 -0.20
N1 0.74 0.32 0.82
C4 2.07 0.36 0.30
O2 2.25 1.53 -0.52
H1 -2.60 -2.11 -0.67
H2 -1.97 0.21 1.10
H3 -1.28 -1.36 1.15
H4 0.15 -0.67 -0.92
H5 -0.50 0.94 -0.77
H6 0.55 1.25 1.17
H7 2.78 0.39 1.13
H8 2.26 -0.54 -0.29
H9 3.09 1.44 -1.00

Results of the natural (NBO) charge analysis, in e, for atoms 1 through 2: -0.51, 0.45


# 2
ORCA calculation (wB97M-V/def2-TZVPD) on an isolated molecule of C4H9NO2.

LUMO level in eV: 0.6
Kohn-Sham gap in eV: 10.2200
SMILES: [H]/N=C/[C@@H](O)[C@@H](C)O
Highest occupied orbital energy in eV: -9.630

Element x y z (Å)
H1 -2.92 0.81 -0.88
N1 -1.90 0.81 -0.87
C1 -1.44 -0.19 -0.16
C2 -0.02 -0.78 -0.64
O1 0.33 -0.20 -1.86
C3 0.86 -0.42 0.51
C4 1.72 0.80 0.43
O2 -0.42 0.03 1.50
H2 -2.12 -0.90 0.33
H3 -0.15 -1.86 -0.73
H4 -0.42 0.43 -2.04
H5 1.35 -1.29 0.97
H6 2.16 1.02 1.41
H7 1.14 1.66 0.10
H8 2.53 0.64 -0.29
H9 -0.70 -0.56 2.22

Results of the natural (NBO) charge analysis, in e, for atoms 1 through 2: 0.35, -0.79


# 3
ORCA calculation (wB97M-V/def2-TZVPD) on an isolated molecule of C4H9NO2.

LUMO level in eV: 0.7
Kohn-Sham gap in eV: 10.5214
SMILES: C[C@@H](O)CC(N)=O
Highest occupied orbital energy in eV: -9.773

Element x y z (Å)
C1 -2.14 -0.08 -0.37
C2 -0.65 0.16 -0.57
O1 -0.38 1.50 -0.14
C3 0.18 -0.85 0.22
C4 1.68 -0.57 0.17
N1 2.09 0.43 1.02
O2 2.45 -1.18 -0.55
H1 -2.39 0.04 0.69
H2 -2.42 -1.09 -0.68
H3 -2.72 0.65 -0.94
H4 -0.41 0.07 -1.64
H5 0.36 1.83 -0.65
H6 -0.16 -0.85 1.27
H7 0.03 -1.85 -0.19
H8 3.06 0.71 0.95
H9 1.42 1.07 1.39

Results of the natural (NBO) charge analysis, in e, for atoms 1 through 2: -0.62, 0.11


# 4
ORCA calculation (wB97M-V/def2-TZVPD) on an isolated molecule of C4H9NO2.

LUMO level (alpha / beta) in eV: 0.5 / -1.3
Kohn-Sham gap (alpha / beta) in eV: 9.7771 / 6.0212
Highest occupied orbital energy (alpha / beta) in eV: -9.235 / -7.275

Element x y z (Å)
C1 0.59 0.21 0.57
C2 -1.43 0.25 -0.43
C3 1.85 0.93 0.34
C4 -0.04 -0.67 -0.46
O1 -0.26 -1.91 0.28
O2 -2.28 0.08 0.71
N1 0.77 -0.76 -1.54
H1 -1.08 -1.84 0.79
H2 -2.16 0.84 1.29
H3 0.34 0.01 1.61
H4 0.46 -1.58 -2.07
H5 -1.98 -0.20 -1.27
H6 -1.34 1.30 -0.74
H7 2.01 1.14 -0.72
H8 2.70 0.34 0.70
H9 1.85 1.85 0.94

Results of the natural (NBO) charge analysis, in e, for atoms 1 through 2: -0.11, -0.06


# 5
ORCA calculation (wB97M-V/def2-TZVPD) on a cluster of 2 separate species, C4H9NO2 in total.

LUMO level in eV: 0.7
Kohn-Sham gap in eV: 11.4181
SMILES: CC(C)O.N=C=O
Highest occupied orbital energy in eV: -10.733

Element x y z (Å)
C1 -2.03 0.03 -0.39
C2 -0.52 0.16 -0.21
C3 -0.01 -0.80 0.86
O1 -0.16 1.48 0.23
H1 -2.53 0.18 0.57
H2 -2.28 -0.97 -0.75
H3 -2.42 0.76 -1.11
H4 -0.03 -0.04 -1.17
H5 -0.63 -0.73 1.75
H6 -0.01 -1.83 0.49
H7 1.01 -0.54 1.16
H8 -0.55 2.12 -0.39
N1 2.70 0.79 -0.09
C4 2.74 -0.38 -0.39
O2 2.89 -1.51 -0.67
H9 1.83 1.29 0.11

Results of the natural (NBO) charge analysis, in e, for atoms 1 through 2: -0.63, 0.09


# 6
ORCA calculation (wB97M-V/def2-TZVPD) on an isolated molecule of C4H9NO2.

LUMO level in eV: 0.8
Kohn-Sham gap in eV: 10.3400
SMILES: C[C@@H](O)CC(N)=O
Highest occupied orbital energy in eV: -9.589

Element x y z (Å)
C1 1.58 -0.98 -1.18
C2 0.18 -0.75 -0.60
O1 0.06 -1.39 0.67
C3 -0.09 0.76 -0.48
C4 -1.50 1.17 -0.06
N1 -1.97 0.58 1.07
O2 -2.13 2.03 -0.67
H1 2.32 -0.40 -0.62
H2 1.63 -0.68 -2.23
H3 1.85 -2.04 -1.11
H4 -0.58 -1.21 -1.25
H5 0.95 -1.63 0.95
H6 0.62 1.18 0.24
H7 0.08 1.23 -1.46
H8 -2.91 0.80 1.35
H9 -1.49 -0.22 1.46

Results of the natural (NBO) charge analysis, in e, for atoms 1 through 2: -0.64, 0.10


# 7
ORCA calculation (wB97M-V/def2-TZVPD) on an isolated molecule of C4H9NO2.

LUMO level in eV: 0.7
Kohn-Sham gap in eV: 10.3265
SMILES: C[C@@H](O)CC(N)=O
Highest occupied orbital energy in eV: -9.634

Element x y z (Å)
C1 0.63 -1.07 -1.68
C2 -0.12 -0.48 -0.50
O1 -0.59 -1.48 0.40
C3 0.77 0.45 0.34
C4 0.01 1.56 1.06
N1 -1.18 1.17 1.61
O2 0.43 2.70 1.12
H1 1.53 -1.61 -1.35
H2 0.93 -0.27 -2.37
H3 -0.01 -1.77 -2.24
H4 -0.98 0.09 -0.88
H5 -1.11 -2.12 -0.11
H6 1.29 -0.17 1.08
H7 1.52 0.94 -0.28
H8 -1.68 1.85 2.15
H9 -1.43 0.20 1.64

Results of the natural (NBO) charge analysis, in e, for atoms 1 through 2: -0.63, 0.10


# 8
ORCA calculation (wB97M-V/def2-TZVPD) on an isolated molecule of C4H9NO2.

LUMO level in eV: 1.0
Kohn-Sham gap in eV: 10.8520
SMILES: CCNC(=O)OC
Highest occupied orbital energy in eV: -9.887

Element x y z (Å)
C1 -2.30 0.73 0.77
C2 -1.59 -0.56 0.34
N1 -0.44 -0.35 -0.59
C3 0.74 0.21 -0.08
O1 0.90 0.41 1.11
O2 1.74 0.42 -1.00
C4 2.96 -0.30 -0.74
H1 -2.83 1.23 -0.06
H2 -3.06 0.53 1.54
H3 -1.57 1.42 1.19
H4 -1.19 -1.11 1.18
H5 -2.30 -1.22 -0.18
H6 -0.89 0.07 -1.37
H7 3.72 0.06 -1.45
H8 3.33 -0.17 0.28
H9 2.78 -1.37 -0.94

Results of the natural (NBO) charge analysis, in e, for atoms 1 through 2: -0.63, -0.22


# 9
ORCA calculation (wB97M-V/def2-TZVPD) on an isolated molecule of C4H9NO2.

LUMO level in eV: 0.8
Kohn-Sham gap in eV: 10.1806
SMILES: C[C@]1(O)O[C@@]1(C)N
Highest occupied orbital energy in eV: -9.362

Element x y z (Å)
C1 -1.59 0.92 -0.21
C2 -0.79 -0.28 0.21
O1 -1.45 -1.47 0.11
O2 0.10 -0.27 1.48
C3 0.70 -0.29 0.21
C4 1.48 0.94 -0.20
N1 1.25 -1.50 -0.32
H1 -1.14 1.84 0.16
H2 -2.60 0.87 0.20
H3 -1.64 0.96 -1.29
H4 -2.27 -1.44 0.60
H5 2.53 0.76 0.03
H6 1.37 1.12 -1.27
H7 1.15 1.81 0.35
H8 0.69 -2.31 -0.07
H9 2.19 -1.66 0.02

Results of the natural (NBO) charge analysis, in e, for atoms 1 through 2: -0.66, 0.46


# 10
ORCA calculation (wB97M-V/def2-TZVPD) on an isolated molecule of C4H9NO2.

LUMO level in eV: 0.8
Kohn-Sham gap in eV: 10.2184
SMILES: N[C@H](C=O)CCO
Highest occupied orbital energy in eV: -9.420

Element x y z (Å)
N1 2.17 -0.32 -0.14
C1 0.76 -0.52 -0.36
C2 0.25 0.24 -1.59
O1 0.86 1.15 -2.09
C3 -0.02 -0.17 0.94
C4 -1.53 -0.22 0.82
O2 -2.00 0.74 -0.12
H1 2.54 0.27 -0.88
H2 2.33 0.20 0.72
H3 0.54 -1.55 -0.59
H4 -0.70 -0.13 -1.98
H5 0.26 0.83 1.26
H6 0.33 -0.94 1.63
H7 -2.04 -0.07 1.77
H8 -1.88 -1.17 0.41
H9 -1.87 1.64 0.20

Results of the natural (NBO) charge analysis, in e, for atoms 1 through 2: -0.83, -0.15


# 11
ORCA calculation (wB97M-V/def2-TZVPD) on an isolated molecule of C4H9NO2.

LUMO level in eV: 0.9
Kohn-Sham gap in eV: 9.8825
SMILES: O=CCCNCO
Highest occupied orbital energy in eV: -8.986

Element x y z (Å)
O1 -2.42 1.00 -1.51
C1 -2.42 -0.15 -1.13
C2 -1.37 -0.65 -0.22
C3 -0.19 0.34 -0.04
N1 0.67 -0.16 1.04
C4 1.98 -0.65 0.63
O2 2.98 0.36 0.93
H1 -3.36 -0.68 -1.36
H2 -1.83 -0.73 0.77
H3 -0.99 -1.64 -0.52
H4 0.36 0.29 -0.98
H5 -0.58 1.35 0.08
H6 0.82 0.53 1.77
H7 1.99 -1.66 1.05
H8 2.08 -0.66 -0.46
H9 3.75 -0.13 1.23

Results of the natural (NBO) charge analysis, in e, for atoms 1 through 2: -0.53, 0.42


# 12
ORCA calculation (wB97M-V/def2-TZVPD) on an isolated molecule of C4H9NO2.

LUMO level in eV: 0.7
Kohn-Sham gap in eV: 10.1254
SMILES: NCCCC(=O)O
Highest occupied orbital energy in eV: -9.443

Element x y z (Å)
N1 1.46 -0.92 -1.42
C1 1.27 -0.34 -0.08
C2 0.56 1.02 -0.01
C3 -0.97 1.00 -0.16
C4 -1.60 -0.27 0.51
O1 -2.13 -1.14 -0.11
O2 -1.31 -0.26 1.82
H1 0.57 -1.33 -1.68
H2 2.10 -1.70 -1.28
H3 0.68 -1.06 0.49
H4 2.20 -0.15 0.42
H5 0.83 1.47 0.95
H6 0.96 1.57 -0.86
H7 -1.29 1.89 0.38
H8 -1.29 0.99 -1.21
H9 -2.05 -0.77 2.23

Results of the natural (NBO) charge analysis, in e, for atoms 1 through 2: -0.83, -0.22


Number 1: molar mass 103.121 g mol⁻¹, largest force on an atom 0.016 hartree/bohr. Number 2: molar mass 103.121 g mol⁻¹, largest force on an atom 0.066 hartree/bohr. Number 3: molar mass 103.121 g mol⁻¹, largest force on an atom 0.007 hartree/bohr. Number 4: molar mass 103.121 g mol⁻¹, largest force on an atom 0.099 hartree/bohr. Number 5: molar mass 103.121 g mol⁻¹, largest force on an atom 0.017 hartree/bohr. Number 6: molar mass 103.121 g mol⁻¹, largest force on an atom 0.007 hartree/bohr. Number 7: molar mass 103.121 g mol⁻¹, largest force on an atom 0.007 hartree/bohr. Number 8: molar mass 103.121 g mol⁻¹, largest force on an atom 0.031 hartree/bohr. Number 9: molar mass 103.121 g mol⁻¹, largest force on an atom 0.039 hartree/bohr. Number 10: molar mass 103.121 g mol⁻¹, largest force on an atom 0.023 hartree/bohr. Number 11: molar mass 103.121 g mol⁻¹, largest force on an atom 0.038 hartree/bohr. Number 12: molar mass 103.121 g mol⁻¹, largest force on an atom 0.064 hartree/bohr.